A structure of composition C4H8NS in a non-equilibrium geometry. Source: OMol25; level of theory: ωB97M-V/def2-TZVPD.

Calculated values
F_max, eV/Å: 4.58
LUMO level, eV: -4.5
DFT total energy, a.u.: -609.72944
Energy relative to the best compared isomer or geometry (same formula, charge and spin), kJ/mol: 368.9
Highest occupied orbital energy, Ha: -0.5100
Orbital gap, eV: 9.4

Structure (ORCA input):
```
! RIJCOSX wB97M-V def2-TZVPD def2/J DEFGRID3
* xyz 1 1
C 0.440 -1.993 -1.292
C -0.299 -0.890 -1.122
C 0.307 1.385 1.508
C -0.337 -0.168 0.089
N -0.074 1.299 0.048
S 0.878 -0.332 1.447
H 0.617 -2.512 -2.241
H 1.056 -2.464 -0.502
H -1.055 -0.806 -1.880
H 1.107 2.019 1.797
H -0.616 1.553 2.181
H -1.904 -0.197 0.829
H -0.893 1.601 -0.351
H 0.773 1.504 -0.510
*
```


A structure of composition C4H8NS in a non-equilibrium geometry. Source: OMol25; level of theory: ωB97M-V/def2-TZVPD.

Calculated values
F_max, eV/Å: 6.47
LUMO level (spin up / spin down), eV: -6.4 / -6.0
DFT total energy, a.u.: -609.70553
Energy relative to the best compared isomer or geometry (same formula, charge and spin), kJ/mol: 431.7
Highest occupied orbital energy (spin up / spin down), Ha: -0.5476 / -0.5135
Orbital gap (spin up / spin down), eV: 8.5 / 7.9

Structure (ORCA input):
```
! RIJCOSX wB97M-V def2-TZVPD def2/J DEFGRID3
* xyz 1 1
C 1.002 0.617 -0.018
C 0.512 0.433 -1.417
C -0.982 0.579 -1.402
C -0.350 -0.926 2.087
N -0.509 -0.185 0.956
S -1.653 -0.620 -0.283
H 1.060 1.668 0.342
H 0.963 1.279 -1.969
H 0.826 -0.449 -1.905
H -1.421 1.601 -1.081
H -1.336 0.326 -2.436
H 0.399 -0.359 2.762
H 0.310 -1.797 1.783
H -1.283 -1.102 2.582
*
```


The molecule C4H8O. Source: OMol25; level of theory: ωB97M-V/def2-TZVPD.

Calculated values
SMILES: C[C@H]1C[C@H]1O
F_max, eV/Å: 0.32
LUMO level, eV: 1.0
DFT total energy, a.u.: -232.40672
Energy relative to the best compared isomer or geometry (same formula, charge and spin), kJ/mol: 102.2
Highest occupied orbital energy, Ha: -0.3625
Orbital gap, eV: 10.9

Structure (ORCA input):
```
! RIJCOSX wB97M-V def2-TZVPD def2/J DEFGRID3
* xyz 0 1
C 0.982 -1.123 0.042
C -0.368 -0.509 -0.254
C -1.044 0.326 0.805
C -0.538 0.974 -0.444
O 0.566 1.823 -0.321
H 0.851 -2.052 0.606
H 1.601 -0.454 0.651
H 1.537 -1.370 -0.871
H -1.017 -1.129 -0.869
H -2.113 0.229 0.964
H -0.458 0.530 1.698
H -1.283 1.311 -1.166
H 1.284 1.444 -0.842
*
```


The molecule C4H8O. Source: OMol25; level of theory: ωB97M-V/def2-TZVPD.

Calculated values
SMILES: CC1(O)CC1
F_max, eV/Å: 0.63
LUMO level, eV: 1.1
DFT total energy, a.u.: -232.38060
Energy relative to the best compared isomer or geometry (same formula, charge and spin), kJ/mol: 170.7
Highest occupied orbital energy, Ha: -0.3564
Orbital gap, eV: 10.8

Structure (ORCA input):
```
! RIJCOSX wB97M-V def2-TZVPD def2/J DEFGRID3
* xyz 0 1
C 0.952 0.718 -1.044
C 0.154 -0.173 -0.078
O 0.291 -1.501 -0.559
C -1.218 0.306 0.287
C -0.380 -0.315 1.359
H 1.087 1.777 -0.807
H 0.348 0.681 -1.964
H 1.918 0.279 -1.316
H 0.969 -1.852 0.038
H -1.288 1.389 0.386
H -2.087 -0.175 -0.142
H -0.088 0.204 2.264
H -0.663 -1.356 1.537
*
```


The molecule C4H8O. Source: OMol25; level of theory: ωB97M-V/def2-TZVPD.

Calculated values
SMILES: C[C@@H]1O[C@@H]1C
F_max, eV/Å: 0.37
LUMO level, eV: 1.2
DFT total energy, a.u.: -232.40284
Energy relative to the best compared isomer or geometry (same formula, charge and spin), kJ/mol: 112.4
Highest occupied orbital energy, Ha: -0.3673
Orbital gap, eV: 11.2

Structure (ORCA input):
```
! RIJCOSX wB97M-V def2-TZVPD def2/J DEFGRID3
* xyz 0 1
C 1.518 0.595 -0.567
C 0.828 -0.512 0.208
O 0.063 -1.385 -0.622
C -0.611 -0.736 0.444
C -1.687 0.289 0.209
H 0.855 1.370 -0.970
H 2.308 1.070 0.025
H 1.997 0.104 -1.422
H 1.487 -1.003 0.931
H -0.868 -1.452 1.232
H -1.885 0.776 1.172
H -2.625 -0.167 -0.128
H -1.380 1.051 -0.512
*
```


The molecule C4H8O in a non-equilibrium geometry. Source: OMol25; level of theory: ωB97M-V/def2-TZVPD.

Calculated values
SMILES: CCCC=O
F_max, eV/Å: 5.11
LUMO level, eV: 0.6
DFT total energy, a.u.: -232.29986
Energy relative to the best compared isomer or geometry (same formula, charge and spin), kJ/mol: 382.7
Highest occupied orbital energy, Ha: -0.3011
Orbital gap, eV: 8.8

Structure (ORCA input):
```
! RIJCOSX wB97M-V def2-TZVPD def2/J DEFGRID3
* xyz 0 1
C -1.836 0.105 0.240
C -0.499 -0.120 -0.477
C 0.688 0.091 0.489
C 2.303 0.243 -0.306
O 1.889 -0.711 -0.946
H -1.884 1.104 0.686
H -1.994 -0.634 1.035
H -2.666 0.008 -0.470
H -0.484 -1.124 -0.918
H -0.381 0.589 -1.299
H 0.659 1.028 0.979
H 0.738 -0.749 1.204
H 3.469 0.170 -0.218
*
```


A cluster of 2 separate species, C4H8O in total in a non-equilibrium geometry. Source: OMol25; level of theory: ωB97M-V/def2-TZVPD.

Calculated values
SMILES: C=CC.C=O
F_max, eV/Å: 1.16
LUMO level, eV: 0.8
DFT total energy, a.u.: -232.37777
Energy relative to the best compared isomer or geometry (same formula, charge and spin), kJ/mol: 178.2
Highest occupied orbital energy, Ha: -0.3503
Orbital gap, eV: 10.4

Structure (ORCA input):
```
! RIJCOSX wB97M-V def2-TZVPD def2/J DEFGRID3
* xyz 0 1
C 1.386 0.904 0.612
C 0.633 0.190 1.429
C -0.847 -0.057 1.293
H 2.467 0.962 0.635
H 0.984 1.486 -0.216
H 1.080 -0.415 2.213
H -1.243 -0.804 1.982
H -1.180 -0.347 0.297
H -1.375 0.865 1.557
C -0.471 -0.669 -2.466
O -0.088 -1.534 -1.735
H -1.249 0.024 -2.107
H -0.097 -0.606 -3.494
*
```


The molecule C4H8O in a non-equilibrium geometry. Source: OMol25; level of theory: ωB97M-V/def2-TZVPD.

Calculated values
F_max, eV/Å: 2.84
LUMO level, eV: 0.8
DFT total energy, a.u.: -232.22899
Energy relative to the best compared isomer or geometry (same formula, charge and spin), kJ/mol: 568.8
Highest occupied orbital energy, Ha: -0.2694
Orbital gap, eV: 8.1

Structure (ORCA input):
```
! RIJCOSX wB97M-V def2-TZVPD def2/J DEFGRID3
* xyz 0 1
C -1.743 -0.725 0.195
C 0.275 0.161 0.522
O -0.832 0.157 -0.750
C 1.519 -0.395 -0.088
C 1.357 1.090 0.078
H -1.354 -1.621 0.691
H -2.401 -1.041 -0.605
H -2.326 -0.166 0.937
H -1.233 1.042 -0.639
H 2.156 -0.970 0.581
H 1.498 -0.764 -1.110
H 1.882 1.604 0.878
H 1.229 1.693 -0.820
*
```


The molecule C4H8O in a non-equilibrium geometry. Source: OMol25; level of theory: ωB97M-V/def2-TZVPD.

Calculated values
SMILES: CC[C@@H]1CO1
F_max, eV/Å: 2.89
LUMO level, eV: 1.2
DFT total energy, a.u.: -232.36930
Energy relative to the best compared isomer or geometry (same formula, charge and spin), kJ/mol: 200.4
Highest occupied orbital energy, Ha: -0.3746
Orbital gap, eV: 11.4

Structure (ORCA input):
```
! RIJCOSX wB97M-V def2-TZVPD def2/J DEFGRID3
* xyz 0 1
C 1.352 1.287 -0.025
C 0.150 0.507 -0.588
C -0.259 -0.671 0.285
C -1.522 -1.410 0.316
O -1.163 -0.518 1.341
H 2.163 0.604 0.399
H 1.023 1.999 0.887
H 1.795 1.838 -0.963
H -0.661 1.229 -0.544
H 0.260 0.222 -1.722
H 0.616 -1.352 0.412
H -1.367 -2.505 0.561
H -2.389 -1.231 -0.357
*
```


The molecule C4H8O in a non-equilibrium geometry. Source: OMol25; level of theory: ωB97M-V/def2-TZVPD.

Calculated values
SMILES: C/C=C/OC
F_max, eV/Å: 1.12
LUMO level, eV: 1.1
DFT total energy, a.u.: -232.40044
Energy relative to the best compared isomer or geometry (same formula, charge and spin), kJ/mol: 118.6
Highest occupied orbital energy, Ha: -0.3173
Orbital gap, eV: 9.7

Structure (ORCA input):
```
! RIJCOSX wB97M-V def2-TZVPD def2/J DEFGRID3
* xyz 0 1
C 2.148 0.042 0.036
C 0.654 -0.169 -0.092
C -0.193 0.857 -0.056
O -1.563 0.878 0.009
C -2.167 -0.423 0.014
H 2.399 0.487 1.015
H 2.732 -0.897 -0.084
H 2.551 0.714 -0.771
H 0.292 -1.178 -0.063
H 0.157 1.873 -0.027
H -1.801 -0.983 0.880
H -1.976 -0.963 -0.955
H -3.232 -0.236 0.095
*
```


The molecule C4H8O in a non-equilibrium geometry. Source: OMol25; level of theory: ωB97M-V/def2-TZVPD.

Calculated values
SMILES: OCC1CC1
F_max, eV/Å: 2.79
LUMO level, eV: 1.1
DFT total energy, a.u.: -232.36929
Energy relative to the best compared isomer or geometry (same formula, charge and spin), kJ/mol: 200.5
Highest occupied orbital energy, Ha: -0.3722
Orbital gap, eV: 11.2

Structure (ORCA input):
```
! RIJCOSX wB97M-V def2-TZVPD def2/J DEFGRID3
* xyz 0 1
O -2.207 -0.404 -0.604
C -0.844 -0.970 -0.437
C -0.059 0.251 -0.012
C 1.305 0.750 -0.432
C 1.043 0.414 1.012
H -2.700 -0.422 0.232
H -0.584 -1.345 -1.432
H -0.867 -1.787 0.292
H -1.023 0.835 -0.082
H 2.007 0.106 -0.967
H 1.396 1.798 -0.708
H 1.573 -0.454 1.412
H 0.961 1.230 1.727
*
```


A structure of composition C4H8O. Source: OMol25; level of theory: ωB97M-V/def2-TZVPD.

Calculated values
F_max, eV/Å: 0.97
LUMO level, eV: 1.2
DFT total energy, a.u.: -232.22235
Energy relative to the best compared isomer or geometry (same formula, charge and spin), kJ/mol: 586.2
Highest occupied orbital energy, Ha: -0.2909
Orbital gap, eV: 9.1

Structure (ORCA input):
```
! RIJCOSX wB97M-V def2-TZVPD def2/J DEFGRID3
* xyz 0 1
C 0.047 -1.240 -1.280
C 0.773 -0.446 -0.219
C -0.977 0.283 0.746
C -0.251 1.376 1.413
O 0.261 1.279 0.084
H 0.781 -1.845 -1.840
H -0.730 -1.883 -0.857
H -0.417 -0.561 -2.006
H 1.688 -0.017 -0.642
H 0.992 -0.981 0.705
H -1.875 0.672 0.231
H -0.743 2.347 1.527
H 0.475 1.162 2.209
*
```